# 1
{"formula": "C6H6S", "method": "ωB97M-V with the def2-TZVPD basis set", "e_homo_ev": [-7.37, -7.37], "relative_energy_kj_mol": 617.7, "gap_ha": [0.283, 0.283], "elements": ["S", "C", "C", "C", "C", "C", "C", "H", "H", "H", "H", "H", "H"], "coordinates": [[-0.621625, -2.166849, -0.315077], [-0.535561, 1.319801, 1.099160], [-1.614908, -0.862130, 0.016826], [0.370978, 0.001873, -1.069865], [0.861047, -1.345883, -0.490162], [-0.683002, 0.252928, 0.038201], [0.103849, 0.231572, 1.446993], [-0.739278, 2.288683, 0.969020], [0.628802, -0.333521, 2.124938], [1.135510, 0.803443, -1.149599], [1.826236, -1.837747, -0.829439], [-2.630817, -1.047118, 0.481372], [-0.028351, -0.020061, -2.081237]], "forces_ev_per_angstrom": [[0.2, -0.9, 0.2], [1.0, -4.3, -1.1], [-0.3, -1.2, 0.3], [1.0, 0.7, 1.4], [-0.2, 0.2, -1.9], [1.2, 0.4, 0.8], [-2.5, 2.8, -1.8], [-0.6, 3.6, 0.6], [1.0, -1.0, 1.3], [-0.3, -0.4, 0.7], [-1.7, 0.3, 0.4], [1.5, 0.5, -0.7], [-0.5, -0.6, -0.2]], "mulliken_charge": [-0.02, -0.41, -0.49, -0.63, -0.46, 0.45, -0.56, 0.47, 0.48, 0.26, 0.29, 0.34, 0.28]}

# 2
{"formula": "C6H6S2", "method": "ωB97M-V with the def2-TZVPD basis set", "e_homo_ev": -8.51, "relative_energy_kj_mol": 96.5, "gap_ha": 0.295, "elements": ["S", "S", "C", "C", "C", "C", "C", "C", "H", "H", "H", "H", "H", "H"], "coordinates": [[-2.879265, -0.643158, -1.247147], [0.152968, 1.022478, 0.861103], [1.860082, 0.332531, 1.008388], [2.049521, -0.649328, -0.149674], [-1.499230, -0.671710, -0.373232], [2.640354, 0.743559, 1.980561], [1.032016, -0.707883, -1.012018], [-0.174250, 0.092676, -0.687136], [2.171025, 1.570067, 2.665515], [-1.451357, -1.467794, 0.340819], [-0.333777, 0.945814, -1.319955], [1.033966, -1.378844, -1.844248], [3.699423, 0.459297, 2.053942], [3.050521, -1.036737, -0.320710]], "forces_ev_per_angstrom": [[0.9, 0.5, 0.6], [1.6, -0.9, 0.3], [-1.8, -0.7, -1.7], [0.1, 1.9, 0.9], [0.2, -0.2, -2.4], [0.0, 1.8, 1.4], [0.4, -0.5, 1.0], [-1.9, 0.4, 1.6], [1.4, -1.8, -1.1], [0.5, -0.1, 0.9], [-0.4, -0.3, -1.2], [0.0, -0.1, -0.6], [-0.6, 0.1, 0.2], [-0.3, -0.4, 0.1]], "mulliken_charge": [-0.20, -0.20, 0.56, -0.67, -0.32, -0.67, -0.45, -0.01, 0.14, 0.33, 0.42, 0.44, 0.28, 0.35]}

# 3
{"formula": "C6H6S3", "method": "ωB97M-V with the def2-TZVPD basis set", "e_homo_ev": -8.57, "relative_energy_kj_mol": 90.2, "gap_ha": 0.305, "elements": ["S", "S", "S", "C", "C", "C", "C", "C", "C", "H", "H", "H", "H", "H", "H"], "coordinates": [[-3.147577, 0.473434, -1.203338], [-1.893771, 1.475985, 1.301436], [-0.727966, -2.031804, 0.880003], [1.586484, -1.209662, 0.275092], [-0.582223, -0.628053, -0.123861], [-2.034141, 0.508396, -0.021613], [0.699581, -0.229227, -0.316660], [0.951793, -2.193503, 0.964906], [0.999527, 1.046092, -1.057450], [1.313018, -2.821101, 1.694062], [2.742065, -1.199181, 0.301611], [0.069398, 1.596509, -1.549117], [-3.052127, 2.303432, 0.985328], [1.702246, 1.071326, -1.855680], [1.373699, 1.837351, -0.274712]], "forces_ev_per_angstrom": [[0.3, 0.1, 0.5], [-1.3, 2.2, 1.1], [-0.7, 0.5, -0.4], [2.4, 0.3, 0.1], [-3.6, 2.2, 1.8], [2.4, -3.6, -3.2], [0.1, -0.4, -0.9], [-0.8, 1.7, -1.0], [-1.4, 3.3, 1.4], [1.2, -1.7, 1.0], [-2.1, 0.4, -0.3], [1.5, -1.6, 1.3], [1.7, -1.2, 0.5], [0.9, -0.7, -0.4], [-0.5, -1.3, -1.4]], "mulliken_charge": [-0.17, -0.11, -0.12, -0.45, 0.04, 0.07, 0.50, -0.37, -1.16, 0.47, 0.26, 0.24, 0.17, 0.39, 0.25]}

# 4
{"formula": "C6H7", "method": "ωB97M-V with the def2-TZVPD basis set", "e_homo_ev": [-7.00, -9.07], "relative_energy_kj_mol": 0.0, "gap_ha": [0.300, 0.324], "spin_multiplicity": 2, "elements": ["C", "C", "C", "C", "C", "C", "H", "H", "H", "H", "H", "H", "H"], "coordinates": [[-0.186175, 0.393305, 1.208637], [1.532626, -0.892027, -0.062831], [-1.123136, 0.711501, 0.034027], [0.581696, -0.881274, -1.128643], [-0.613229, -0.173850, -1.112604], [0.998409, -0.328196, 1.135886], [-1.209561, -0.160379, -2.033169], [-0.904511, 1.763588, -0.263104], [-0.436749, 0.865550, 2.166332], [1.559549, -0.481398, 2.064452], [0.808217, -1.478833, -2.018777], [2.514749, -1.349769, -0.131758], [-2.200062, 0.782516, 0.214924]], "forces_ev_per_angstrom": [[-0.1, 0.0, 0.3], [-2.0, 0.5, 0.2], [2.9, -0.4, -0.4], [-0.3, 0.4, -0.4], [-0.2, -0.1, -0.3], [-0.2, 0.5, 0.3], [0.2, -0.2, 0.4], [0.1, -0.2, 0.0], [0.1, -0.4, -0.3], [-0.2, 0.3, -0.3], [-0.1, 0.4, 0.2], [-0.3, 0.0, 0.1], [0.1, -0.8, 0.2]], "mulliken_charge": [-0.45, -0.53, -0.45, -0.15, -0.45, -0.15, 0.30, 0.22, 0.30, 0.31, 0.31, 0.39, 0.33]}

# 5
{"formula": "C6H7AuN3O2S3SbSe", "method": "ωB97M-V with the def2-TZVPD basis set", "e_homo_ev": [-3.80, -4.59], "charge": -1, "gap_ha": [0.239, 0.176], "spin_multiplicity": 4, "elements": ["Au", "Sb", "Se", "S", "S", "S", "O", "O", "N", "N", "N", "C", "C", "C", "C", "C", "C", "H", "H", "H", "H", "H", "H", "H"], "coordinates": [[-2.293436, -1.083332, -0.127936], [-0.730695, -3.119565, -2.508548], [0.582375, 0.692582, 0.651947], [-1.457395, -2.260228, -4.516240], [-2.855382, -3.025325, -1.269879], [-0.022328, -1.003637, -0.928465], [-2.018551, 0.681748, 1.092805], [-2.995231, 2.410369, 2.114666], [5.204732, 0.366009, -0.170778], [-4.496012, -0.242652, 0.380326], [-4.284666, 0.751838, 1.349994], [4.653679, -0.154056, 0.915621], [-3.008284, 1.346738, 1.531758], [4.396588, 0.947569, -1.044192], [2.455595, 0.525944, 0.278449], [3.300965, -0.103258, 1.188851], [3.029148, 1.053219, -0.875113], [5.341957, -0.625757, 1.608396], [4.884865, 1.360866, -1.918996], [-5.049199, 1.383567, 1.561159], [2.901504, -0.545809, 2.088886], [-4.872204, 0.110726, -0.501057], [-5.086433, -0.996840, 0.724321], [2.418407, 1.529283, -1.625975]], "forces_ev_per_angstrom": [[-0.3, 0.2, 0.1], [-0.9, 0.3, -0.8], [0.6, 0.1, 0.2], [0.5, -0.3, 0.6], [0.2, -0.3, 0.0], [0.3, -0.2, -0.2], [0.3, -0.2, -0.2], [0.1, 0.6, 0.4], [0.5, 0.0, -0.1], [-0.1, 0.0, 0.0], [-0.5, -0.1, 0.1], [0.1, -0.1, 0.2], [-0.6, -0.4, -0.3], [0.0, 0.1, -0.1], [0.0, 0.1, -0.1], [-0.2, 0.0, 0.0], [-0.2, -0.1, 0.1], [-0.1, -0.1, 0.1], [-0.1, 0.0, -0.1], [0.2, -0.1, -0.2], [0.0, 0.0, 0.1], [0.1, 0.0, 0.3], [0.2, 0.2, 0.0], [-0.1, 0.1, -0.1]], "mulliken_charge": [0.67, 0.34, 0.19, -0.62, -0.56, -0.15, -0.65, -0.69, -0.61, -0.61, -0.13, -0.32, 0.58, -0.32, 0.14, -0.30, -0.18, 0.34, 0.35, 0.24, 0.37, 0.26, 0.26, 0.40]}

# 6
{"formula": "C6H7B", "method": "ωB97M-V with the def2-TZVPD basis set", "e_homo_ev": -9.00, "relative_energy_kj_mol": 206.8, "gap_ha": 0.343, "elements": ["C", "C", "C", "C", "C", "C", "B", "H", "H", "H", "H", "H", "H", "H"], "coordinates": [[0.889160, -0.712352, -0.059759], [0.150374, 1.864155, -0.313108], [-2.498255, 0.043539, -0.174584], [0.489973, 0.670492, 0.543571], [-0.373276, -1.577040, 0.072124], [-1.503234, -0.624144, 0.245284], [-0.962817, 0.910742, 0.304914], [0.389628, 2.907145, -0.040817], [1.761690, -1.120692, 0.475914], [-0.182228, -2.371966, 0.801504], [-0.526212, -2.081859, -0.969394], [1.235670, -0.356592, -1.072908], [0.824416, 0.644200, 1.561550], [0.305110, 1.804378, -1.374287]], "forces_ev_per_angstrom": [[0.8, 2.2, -0.3], [-0.3, 0.9, 1.2], [0.7, 1.3, 0.6], [1.5, -1.6, 0.3], [0.7, -1.5, -2.6], [0.5, -0.4, -0.2], [-2.1, -0.3, -1.6], [-0.3, -0.7, 0.5], [-0.4, 0.0, -0.3], [-0.6, 0.3, 0.1], [-0.1, 0.5, 2.0], [-0.6, -1.4, 0.5], [0.2, 1.2, 0.6], [-0.1, -0.6, -0.5]], "mulliken_charge": [-0.69, -0.98, -0.83, 0.09, -0.35, 0.35, 0.41, 0.27, 0.36, 0.31, 0.21, 0.23, 0.38, 0.24]}

# 7
{"formula": "C6H7BBrCl4NOP", "method": "ωB97M-V with the def2-TZVPD basis set", "e_homo_ev": -4.86, "charge": -1, "gap_ha": 0.272, "elements": ["Br", "Cl", "Cl", "Cl", "Cl", "P", "O", "N", "C", "C", "C", "C", "C", "C", "B", "H", "H", "H", "H", "H", "H", "H"], "coordinates": [[0.578672, 2.749476, -0.221045], [5.092363, -2.120475, -0.698023], [7.590073, -0.899010, 0.078926], [5.236134, -0.563802, 1.719171], [5.393808, 0.740366, -0.837366], [0.826757, -0.372271, 0.484825], [2.325999, -0.403778, 0.462197], [-2.353386, 1.542722, 0.503645], [-1.701207, 0.692226, -0.302843], [-4.316205, 0.189934, 0.287096], [-3.655484, -0.708538, -0.539291], [-2.330192, -0.443302, -0.837259], [5.818812, -0.707695, 0.070211], [-3.632746, 1.282660, 0.783002], [-0.123838, 0.901899, -0.645157], [0.324533, -0.189751, 1.803879], [0.270047, -1.640886, 0.145200], [-4.145593, 1.986662, 1.420919], [0.093310, 0.583993, -1.789218], [-5.354360, 0.041041, 0.547059], [-1.772006, -1.094389, -1.488988], [-4.165489, -1.567083, -0.946940]], "forces_ev_per_angstrom": [[0.1, 0.1, 0.0], [0.0, 0.0, 0.0], [0.1, 0.0, 0.0], [0.1, 0.0, 0.1], [0.0, 0.0, 0.0], [0.3, 0.5, -0.3], [0.1, -0.2, 0.1], [-0.3, -0.1, 0.1], [0.8, 0.2, -0.2], [-0.4, -0.2, 0.1], [0.4, 0.4, 0.0], [-0.5, 0.0, 0.2], [-0.3, 0.1, 0.0], [0.4, -0.2, -0.4], [-0.6, -0.4, 0.1], [-0.1, -0.2, 0.0], [-0.1, 0.0, 0.2], [0.0, 0.2, 0.2], [0.1, 0.1, 0.0], [-0.1, 0.0, 0.0], [0.1, -0.1, -0.1], [-0.1, -0.2, -0.1]], "mulliken_charge": [-0.37, -0.11, -0.15, -0.08, -0.09, 0.13, -0.51, -0.36, 0.19, -0.34, -0.46, -0.52, 0.37, -0.29, 0.37, -0.01, -0.03, 0.37, -0.18, 0.34, 0.34, 0.39]}